Entry 1:
One molecule with the formula C6H10N2O2S2 at a distorted geometry, computed with ωB97M-V with the def2-TZVPD basis set.

For the energy above the lowest of the compared OMol25 structures with the same formula, charge and spin, the calculation gives 189.3 kJ/mol. Its calculated total energy is -35127.0211 eV. The LUMO energy is 0.5 eV. The value obtained for the HOMO energy is -9.191 eV. The charge is 0. The structure (SMILES) is NS(=O)(=O)[C@@]1(C2CC2)N=CCS1. The value obtained for the frontier orbital gap is 9.693 eV.

```
22
Properties=species:S:1:pos:R:3:nbo_charge:R:1
C -0.0862 -1.8983 0.5085 0.165
C -1.4178 -2.0991 -0.0638 -0.580
C 1.5572 1.6893 -0.8502 -0.441
C 1.3362 0.8041 -1.9674 -0.402
C 0.1683 1.2031 -1.0364 -0.273
C -0.3909 0.3020 0.0697 -0.238
N 0.4279 -0.7333 0.5275 -0.429
N -1.5524 0.4844 2.6843 -1.065
O 0.6409 1.4220 2.2673 -0.926
O -1.3608 2.5320 1.1974 -0.931
S -1.9336 -0.3971 -0.6580 0.217
S -0.5625 1.3715 1.5260 2.259
H 0.5087 -2.7805 0.6679 0.202
H -1.3230 -2.8827 -0.9035 0.241
H -2.0965 -2.5410 0.5813 0.237
H 1.8738 1.3273 0.1913 0.246
H 1.7384 2.7068 -0.9716 0.221
H 1.2895 1.2912 -2.9306 0.233
H 1.7254 -0.2500 -1.8588 0.231
H -0.6964 1.9157 -1.2861 0.252
H -0.9453 0.6809 3.4449 0.387
H -2.5056 0.7879 2.8246 0.395
```



Entry 2:
One molecule with the formula C6H10N2O3 at a distorted geometry, computed with ωB97M-V with the def2-TZVPD basis set.

For the energy above the lowest of the compared OMol25 structures with the same formula, charge and spin, the calculation gives 445.7 kJ/mol. Its calculated total energy is -15503.3875 eV. The LUMO energy is 0.5 eV. The value obtained for the HOMO energy is -9.211 eV. The charge is 0. The structure (SMILES) is O=NN1CCC(C(=O)O)CC1. The value obtained for the frontier orbital gap is 9.733 eV.

```
21
Properties=species:S:1:pos:R:3:nbo_charge:R:1
C 1.3280 -1.6586 -0.0401 0.779
C 0.7996 -0.5043 0.7789 -0.331
C -0.6585 -0.5675 1.1547 -0.421
C -1.4970 0.5776 0.6698 -0.245
C 0.1937 1.0813 -1.0254 -0.272
C 1.0873 0.8968 0.1565 -0.414
H 1.3294 -3.2637 -0.3804 0.514
H 1.3837 -0.5869 1.7538 0.250
H -1.1164 -1.4576 0.5860 0.216
H -0.8145 -0.8698 2.1950 0.241
H -1.1962 1.2872 1.4521 0.185
H -2.6432 0.5396 0.8939 0.246
H 0.4512 2.0585 -1.3889 0.222
H 0.1885 0.4236 -1.9507 0.239
H 0.9648 1.7206 0.8152 0.221
H 2.1008 0.8081 -0.1481 0.241
N -1.2133 1.2464 -0.5664 -0.247
N -2.0685 1.1990 -1.6289 0.244
O 0.8541 -2.8244 0.4117 -0.658
O 2.0682 -1.7076 -1.0997 -0.635
O -1.5418 1.6017 -2.6392 -0.377
```



Entry 3:
C6H10N2O3 as an isolated structure at a distorted geometry, computed with ωB97M-V with the def2-TZVPD basis set.

For the energy above the lowest of the compared OMol25 structures with the same formula, charge and spin, the calculation gives 920.4 kJ/mol. Its calculated total energy is -15498.4668 eV. The LUMO energy is 0.4 eV. The value obtained for the HOMO energy is -9.063 eV. The charge is 0. The value obtained for the frontier orbital gap is 9.433 eV.

```
21
Properties=species:S:1:pos:R:3:nbo_charge:R:1
C 2.4898 -0.2058 -0.3943 0.796
C 0.9647 -0.0103 -0.4177 -0.357
C 0.4777 1.3681 0.0704 -0.392
C -1.0350 1.5973 -0.2207 -0.223
C -1.1279 -0.6133 0.9178 -0.317
C 0.1186 -1.1751 0.3893 -0.381
H 2.0461 -1.9827 -0.5120 0.492
H 0.8542 -0.3773 -1.2778 0.214
H 0.5338 1.6535 1.1441 0.238
H 0.9955 2.2706 -0.8000 0.250
H -1.2620 2.1587 0.5258 0.185
H -1.4096 1.8088 -1.0847 0.222
H -1.3034 0.0555 1.5556 0.210
H -2.0393 -1.3484 1.2557 0.263
H 1.0094 -1.5864 1.4970 0.185
H -0.1106 -2.0870 -0.1470 0.227
N -1.6777 0.4047 -0.0338 -0.179
N -2.5126 -0.0607 -0.9112 0.205
O 2.8756 -1.4201 -0.4890 -0.636
O 3.2223 0.7066 -0.3052 -0.563
O -3.1098 -1.1567 -0.7623 -0.440
```



Entry 4:
One molecule with the formula C6H10N2S2 at a distorted geometry, computed with ωB97M-V with the def2-TZVPD basis set.

For the energy above the lowest of the compared OMol25 structures with the same formula, charge and spin, the calculation gives 484.1 kJ/mol. Its calculated total energy is -31029.8683 eV. The LUMO energy is 0.1 eV. The value obtained for the HOMO energy is -7.704 eV. The charge is 0. The value obtained for the frontier orbital gap is 7.822 eV.

```
20
Properties=species:S:1:pos:R:3:nbo_charge:R:1
C 0.2110 -0.3116 1.3107 0.021
C 2.1464 -0.1980 0.0320 0.450
C -1.2195 -1.0725 -1.1730 -0.737
C -3.6237 0.8274 -0.0775 -0.874
C -1.0839 0.4950 0.9766 -0.540
C 3.4857 0.3993 -0.2136 -0.653
N 1.4594 0.1916 1.0900 -0.582
N 1.6119 -1.0972 -0.8029 -0.804
S 0.2082 -1.7741 -0.2177 0.767
S -2.4143 -0.5446 0.1830 0.706
H 0.1463 -0.9132 2.1472 0.198
H -0.7637 -0.3324 -1.7841 0.251
H -1.7622 -1.8654 -1.7070 0.247
H -3.1348 1.7431 -0.3759 0.173
H -4.3042 0.5541 -0.8657 0.191
H -1.3984 0.7851 1.9242 0.246
H -1.1068 1.3547 0.4286 0.236
H 4.1238 -0.2528 -0.7576 0.231
H 4.0277 0.6472 0.6815 0.238
H 3.3910 1.3643 -0.7990 0.236
```



Entry 5:
C6H10N3O2S as an isolated structure at a distorted geometry, computed with ωB97M-V with the def2-TZVPD basis set.

Its spin multiplicity is 3. For the energy above the lowest of the compared OMol25 structures with the same formula, charge and spin, the calculation gives 556.4 kJ/mol. Its calculated total energy is -25767.3964 eV. The LUMO energy (alpha / beta) is -4.5 / -8.3 eV. The value obtained for the HOMO energy (alpha / beta) is -10.480 / -13.319 eV. The charge is +1. The value obtained for the frontier orbital gap (alpha / beta) is 6.002 / 5.008 eV.

```
22
Properties=species:S:1:pos:R:3:nbo_charge:R:1
C 4.5078 0.0654 -0.6131 -0.137
C 3.5821 -0.2234 0.1547 -0.071
C -1.1454 -0.3317 -0.2068 -0.016
C -2.1830 2.1983 -0.6384 -0.855
C 2.5612 -0.6027 1.0738 -0.309
C 0.0939 -0.3426 0.8430 -0.160
N 1.2725 -0.7301 0.3626 -0.502
N -1.1782 -1.4334 -1.0496 -0.852
N -2.4131 -0.4152 0.6470 0.517
O -2.4552 0.4260 1.5315 -0.343
O -3.0868 -1.4171 0.4039 -0.306
S -0.6811 1.2509 -0.8345 0.847
H 5.0918 0.3411 -1.3950 0.236
H -2.9551 1.8939 -1.3830 0.292
H -1.9041 3.2427 -0.7793 0.278
H -2.8160 1.9863 0.3643 0.327
H 2.4310 0.3361 1.7510 0.259
H 2.8346 -1.6305 1.4338 0.263
H -0.1548 -0.0485 1.8251 0.239
H 1.3284 -1.0838 -0.6213 0.421
H -0.9249 -1.2836 -2.0730 0.417
H -1.8056 -2.1982 -0.7964 0.455
```



Entry 6:
An isolated ion of composition C6H10N5 and charge +1 at a distorted geometry, computed with ωB97M-V with the def2-TZVPD basis set.

For the energy above the lowest of the compared OMol25 structures with the same formula, charge and spin, the calculation gives 344.2 kJ/mol. Its calculated total energy is -13824.4566 eV. The LUMO energy is -3.7 eV. The value obtained for the HOMO energy is -13.228 eV. The charge is +1. The structure (SMILES) is C1=C(n2ncnn2)C[NH2+]CC1. The value obtained for the frontier orbital gap is 9.538 eV.

```
21
Properties=species:S:1:pos:R:3:nbo_charge:R:1
C -3.6704 0.8666 0.1017 0.120
C 0.1024 -1.3751 -0.0059 -0.180
C -0.4574 -0.2060 -0.0695 0.141
C 1.5811 -1.4864 0.1176 -0.472
C 0.4310 1.2904 0.0334 -0.273
C 2.4056 -0.1821 0.1381 -0.233
N -3.8909 -0.4223 -0.0416 -0.210
N -2.3820 1.1199 0.1444 -0.273
N -2.7614 -0.9970 -0.1857 -0.020
N -1.8079 -0.0709 -0.0537 -0.066
N 1.7535 0.9704 -0.5822 -0.526
H -4.4990 1.4624 0.4459 0.236
H -0.5443 -2.2710 -0.0538 0.277
H 1.6970 -2.0289 1.0771 0.265
H 2.0541 -2.2564 -0.4940 0.249
H -0.2302 2.1388 -0.5103 0.309
H 0.6149 1.4614 1.1250 0.247
H 2.4070 0.0849 1.1350 0.227
H 3.3108 -0.5271 -0.3616 0.259
H 1.5644 0.6125 -1.5617 0.463
H 2.3219 1.8160 -0.3983 0.460
```